18
Properties=species:S:1:pos:R:3:mulliken_charge:R:1 method="wB97M-V/def2-TZVPD" fmax_ev_per_a=4.5 de_lowest_kj_mol=287.4 smiles="C=CNC/C=C/C"
C -3.1176 -0.3276 0.7934 -0.77
C -1.8923 0.1825 0.6534 0.04
N -1.2226 -0.0093 -0.5812 -0.18
C -0.1159 0.8114 -1.0796 -0.67
C 1.1985 0.7824 -0.1227 -0.39
C 2.0370 -0.2939 -0.3265 0.07
C 2.9185 -0.9264 0.6089 -1.07
H -3.5257 -0.9286 -0.0374 0.22
H -3.6904 -0.1659 1.6922 0.26
H -1.4195 0.9270 1.3288 0.22
H -1.4673 -0.8158 -1.0545 0.22
H -0.3896 1.9217 -1.0867 0.23
H 0.0095 0.3661 -2.0973 0.38
H 1.1149 1.2506 0.8390 0.32
H 2.2025 -0.5955 -1.3762 0.27
H 2.7893 -0.4278 1.6405 0.27
H 3.9777 -0.7669 0.5781 0.32
H 2.7874 -2.0708 0.4793 0.25